--- one ---
{"formula": "BrClIO3P", "method": "the ωB97M-V functional and the def2-TZVPD basis", "symbols": ["O", "O", "O", "P", "Cl", "Br", "I"], "coordinates": [[0.56, -0.75, 1.54], [2.25, 0.03, -0.24], [-1.04, 1.70, -0.26], [1.56, 0.29, 1.27], [1.49, -0.84, -1.47], [-2.39, 0.99, -0.79], [-2.42, -1.42, -0.05]], "lowdin_charge": [-0.52, -0.92, -0.89, 0.83, 0.58, 0.56, 0.36], "homo_lumo_gap_ev": 7.41, "e_homo_ev": -9.36}

---

--- two ---
{"formula": "BrClIO3P", "method": "the ωB97M-V functional and the def2-TZVPD basis", "symbols": ["O", "O", "O", "P", "Cl", "Br", "I"], "coordinates": [[0.19, -0.08, 1.80], [-0.24, -0.87, -0.77], [-0.23, 1.94, -0.34], [0.53, -0.04, 0.39], [-1.24, -2.28, -0.55], [-1.93, 1.57, -0.31], [2.91, -0.23, -0.23]], "lowdin_charge": [-0.34, -0.89, -0.90, 0.21, 0.66, 0.68, 0.58], "homo_lumo_gap_ev": 6.79, "e_homo_ev": -9.44}

---

The structure with the most favorable energy is two; the runner-up is 1.038 eV above it.

---

--- one ---
{"formula": "C8H10S", "method": "the ωB97M-V functional and the def2-TZVPD basis", "symbols": ["C", "C", "C", "C", "C", "C", "C", "C", "S", "H", "H", "H", "H", "H", "H", "H", "H", "H", "H"], "coordinates": [[0.42, 1.46, 0.27], [1.22, 0.82, -0.84], [-1.07, 1.31, 0.20], [0.59, -0.60, -0.93], [-1.56, -0.11, 0.08], [0.22, -0.96, 1.52], [2.26, 1.11, -1.49], [-0.46, -1.06, 0.17], [0.93, 0.76, 1.78], [-1.66, 1.84, 0.99], [-1.32, 1.86, -0.76], [0.38, -0.88, -1.93], [1.52, -1.34, -0.90], [-2.29, -0.17, 0.96], [-2.07, -0.42, -0.75], [-0.47, -1.28, 2.29], [1.10, -1.56, 1.52], [2.94, 1.32, -2.24], [-0.69, -2.10, 0.07]], "lowdin_charge": [-0.45, -0.39, -0.23, -0.10, -0.21, -0.37, 0.19, -0.37, 0.90, 0.12, 0.13, 0.09, 0.15, 0.14, 0.09, 0.08, 0.06, 0.02, 0.14], "homo_lumo_gap_ev": [7.31, 8.43], "e_homo_ev": [-7.83, -8.20]}

---

--- two ---
{"formula": "C8H10S", "method": "the ωB97M-V functional and the def2-TZVPD basis", "symbols": ["S", "C", "C", "C", "C", "C", "C", "C", "C", "H", "H", "H", "H", "H", "H", "H", "H", "H", "H"], "coordinates": [[3.48, -0.59, 0.65], [1.91, -1.45, 0.31], [0.44, -0.29, 0.02], [0.61, 0.95, 0.49], [-0.29, 1.98, 0.13], [-1.42, 1.69, -0.53], [-1.84, 0.25, -0.78], [-1.93, -0.58, 0.44], [-0.72, -0.89, -0.40], [4.10, -1.21, -0.23], [2.04, -2.01, -0.53], [1.56, -1.82, 1.22], [1.56, 1.25, 0.85], [0.08, 2.97, 0.32], [-2.04, 2.38, -1.13], [-2.60, 0.19, -1.52], [-1.62, 0.07, 1.20], [-2.73, -1.25, 0.58], [-0.62, -1.67, -1.07]], "lowdin_charge": [0.73, -0.39, -0.15, -0.12, -0.11, -0.06, -0.16, -0.07, -0.17, -0.22, 0.01, 0.02, 0.05, 0.10, 0.11, 0.11, 0.10, 0.10, 0.12], "homo_lumo_gap_ev": 9.04, "smiles": "SCC1=CC=C[C@@H]2C[C@H]12", "e_homo_ev": -8.09}

---

The structure with the most favorable energy is two; the runner-up is 2.309 eV above it.

---

--- one ---
{"formula": "C6H18NO3", "method": "the ωB97M-V functional and the def2-TZVPD basis", "symbols": ["C", "N", "C", "O", "C", "C", "C", "C", "H", "H", "H", "H", "H", "H", "H", "H", "H", "H", "H", "H", "H", "H", "H", "H", "O", "H", "H", "O"], "coordinates": [[0.42, -1.60, 1.55], [-0.71, -2.13, 0.78], [-1.91, -1.08, 0.72], [-1.73, -0.01, -0.15], [1.24, -0.52, 0.72], [0.83, 0.85, 1.16], [0.99, 1.82, -0.02], [1.73, 1.37, 2.32], [1.14, -2.40, 1.82], [0.15, -1.11, 2.54], [-0.44, -2.36, -0.14], [-2.76, -1.65, 0.44], [-1.93, -0.59, 1.65], [2.33, -0.73, 0.90], [1.00, -0.70, -0.33], [-0.20, 0.83, 1.53], [0.53, 2.80, 0.18], [2.09, 1.88, -0.36], [0.49, 1.52, -0.92], [1.13, 2.41, 2.64], [2.64, 1.76, 1.97], [2.00, 0.70, 3.09], [1.11, 0.67, -2.59], [-0.15, 0.26, -3.27], [0.81, 0.41, -3.38], [-1.77, 1.18, -2.71], [-1.66, -0.12, -1.43], [-1.62, 0.28, -2.60]], "lowdin_charge": [-0.26, -0.06, -0.31, -0.25, -0.19, -0.47, -0.09, -0.09, 0.09, 0.11, 0.06, 0.07, 0.07, 0.11, 0.10, 0.11, 0.08, 0.11, 0.03, 0.13, 0.03, 0.04, -0.09, -0.04, -0.07, -0.06, 0.06, -0.25], "total_charge": -1, "homo_lumo_gap_ev": 8.05, "e_homo_ev": -4.49}

---

--- two ---
{"formula": "C6H18NO3", "method": "the ωB97M-V functional and the def2-TZVPD basis", "symbols": ["C", "C", "N", "C", "C", "C", "C", "O", "H", "H", "H", "H", "H", "H", "H", "H", "H", "H", "H", "H", "H", "H", "H", "H", "O", "H", "H", "O"], "coordinates": [[-0.52, -1.13, 2.33], [-1.46, -1.50, 1.19], [-1.34, -0.66, -0.06], [-1.03, 1.34, -1.97], [-1.16, -0.14, -2.38], [-0.60, -1.10, -1.27], [0.97, -0.93, -1.07], [1.36, -0.69, 0.19], [-0.89, -0.48, 3.12], [0.39, -0.57, 2.02], [0.01, -2.00, 2.74], [-1.44, -2.55, 0.88], [-2.48, -1.23, 1.56], [-0.74, 0.03, 0.37], [-0.87, 1.51, -0.90], [-0.34, 1.89, -2.63], [-1.98, 1.93, -2.25], [-2.20, -0.49, -2.48], [-0.62, -0.32, -3.31], [-1.04, -2.09, -1.46], [1.46, -1.83, -1.55], [1.30, -0.13, -1.78], [3.02, 1.64, 0.28], [2.31, 0.44, 0.93], [2.70, 1.35, 1.14], [1.33, 2.20, 1.44], [-0.07, 1.89, 1.22], [0.45, 2.69, 1.37]], "lowdin_charge": [-0.12, -0.25, -0.07, -0.12, -0.24, -0.32, -0.40, -0.32, 0.06, 0.05, 0.06, 0.09, 0.09, 0.04, 0.04, 0.06, 0.08, 0.09, 0.09, 0.12, 0.08, 0.09, 0.04, 0.02, -0.12, -0.01, -0.01, -0.12], "total_charge": -1, "homo_lumo_gap_ev": 7.72, "e_homo_ev": -3.77}

---

The structure with the most favorable energy is two; the runner-up is 0.087 eV above it.

---

--- one ---
{"formula": "C7H11N2O2", "method": "the ωB97M-V functional and the def2-TZVPD basis", "symbols": ["C", "C", "C", "C", "C", "C", "C", "N", "N", "O", "O", "H", "H", "H", "H", "H", "H", "H", "H", "H", "H", "H"], "coordinates": [[0.02, -1.91, -0.56], [-1.90, -0.18, -0.13], [1.11, -1.27, 0.36], [-1.11, 0.70, 0.86], [-0.01, 0.36, -1.35], [-0.92, -0.77, -1.14], [0.23, 0.92, 0.07], [1.24, 1.79, 0.25], [1.94, 1.99, 1.29], [1.63, 1.61, 2.41], [2.96, 2.67, 1.17], [0.57, -2.45, -1.29], [-0.58, -2.59, 0.01], [-2.50, -1.00, 0.25], [-2.61, 0.34, -0.72], [1.30, -1.52, 1.46], [1.99, -0.92, -0.15], [-1.76, 1.58, 1.06], [-0.86, 0.51, 1.91], [1.00, -0.01, -1.66], [-0.28, 1.18, -1.98], [-1.44, -1.02, -2.10]], "lowdin_charge": [-0.21, -0.18, -0.05, -0.12, -0.19, -0.34, -0.24, 0.06, -0.55, -0.04, -0.08, 0.07, 0.07, 0.09, 0.09, 0.06, 0.02, 0.09, 0.09, 0.12, 0.10, 0.14], "total_charge": -1, "homo_lumo_gap_ev": [6.49, 6.49], "e_homo_ev": [-2.78, -2.79]}

---

--- two ---
{"formula": "C7H11N2O2", "method": "the ωB97M-V functional and the def2-TZVPD basis", "symbols": ["C", "C", "C", "O", "O", "H", "H", "H", "H", "H", "C", "C", "C", "C", "N", "N", "H", "H", "H", "H", "H", "H"], "coordinates": [[0.55, -3.33, -0.52], [1.60, -2.16, -0.84], [-0.62, -2.64, 0.30], [-0.85, -2.82, 1.46], [-0.79, -1.58, -0.32], [0.09, -3.35, -1.58], [0.86, -4.23, -0.09], [1.17, -1.61, -1.74], [2.50, -2.71, -1.08], [1.79, -1.47, 0.00], [-0.47, 3.76, -0.71], [-0.42, 1.50, 2.10], [-0.42, 2.67, 0.25], [-0.51, 1.27, -0.18], [-0.25, 2.83, 1.61], [-0.69, 0.53, 1.09], [-0.47, 1.16, 3.09], [-1.04, -0.47, 1.12], [-0.36, 0.65, -1.13], [-0.48, 3.27, -1.71], [0.34, 4.52, -0.61], [-1.51, 4.19, -0.50]], "lowdin_charge": [-0.15, -0.12, -0.77, -0.01, -0.15, 0.11, 0.05, 0.08, 0.03, 0.07, -0.11, -0.15, -0.45, -0.02, 0.04, 0.04, 0.07, 0.11, 0.11, 0.07, 0.07, 0.09], "total_charge": -1, "homo_lumo_gap_ev": 8.25, "e_homo_ev": -4.47}

---

--- three ---
{"formula": "C7H11N2O2", "method": "the ωB97M-V functional and the def2-TZVPD basis", "symbols": ["C", "C", "C", "C", "N", "N", "H", "H", "H", "H", "H", "H", "C", "C", "C", "O", "O", "H", "H", "H", "H", "H"], "coordinates": [[-1.63, 2.56, 0.70], [-0.73, 1.55, 1.35], [-0.37, 0.31, 0.91], [0.60, 0.76, 2.80], [-0.10, 1.83, 2.53], [0.56, -0.15, 1.81], [-2.49, 2.76, 1.35], [-1.92, 2.32, -0.32], [-0.67, -0.30, 0.08], [1.25, 0.64, 3.65], [0.90, -1.11, 1.89], [-1.08, 3.50, 0.71], [0.21, -1.89, -1.67], [0.29, -0.72, -2.62], [1.31, -1.92, -0.56], [2.44, -1.57, -0.93], [0.97, -2.50, 0.52], [-0.76, -1.93, -1.15], [0.28, -2.82, -2.24], [0.02, 0.27, -2.24], [-0.36, -0.94, -3.49], [1.28, -0.64, -3.07]], "lowdin_charge": [-0.06, -0.38, -0.06, -0.23, 0.07, 0.07, 0.06, 0.06, 0.09, 0.11, 0.12, 0.06, -0.21, -0.14, -0.75, -0.05, -0.12, 0.08, 0.10, 0.06, 0.06, 0.06], "total_charge": -1, "homo_lumo_gap_ev": 8.32, "e_homo_ev": -4.60}

---

The structure with the most favorable energy is three; the runner-up is 2.591 eV above it.

---

--- one ---
{"formula": "C5H7ClN2", "method": "the ωB97M-V functional and the def2-TZVPD basis", "symbols": ["N", "C", "C", "Cl", "C", "C", "N", "C", "H", "H", "H", "H", "H", "H", "H"], "coordinates": [[1.29, -1.06, 0.86], [-0.06, -0.56, 0.73], [-0.65, -0.94, -0.63], [-1.07, -2.60, -0.99], [-1.03, 0.12, -1.34], [-0.57, 1.41, -0.70], [0.86, 1.52, -0.39], [0.01, 0.99, 0.65], [1.40, -2.06, 0.66], [1.66, -0.84, 1.77], [-0.70, -0.77, 1.59], [-1.60, 0.03, -2.27], [-1.00, 2.41, -0.86], [1.51, 0.78, -0.69], [-0.07, 1.56, 1.59]], "lowdin_charge": [0.04, -0.37, -0.64, 0.64, -0.05, -0.21, 0.04, -0.24, 0.08, 0.08, 0.14, 0.11, 0.13, 0.10, 0.14], "homo_lumo_gap_ev": 9.70, "smiles": "N[C@@H]1C(Cl)=C[C@@H]2N[C@@H]21", "e_homo_ev": -8.88}

---

--- two ---
{"formula": "C5H7ClN2", "method": "the ωB97M-V functional and the def2-TZVPD basis", "symbols": ["C", "C", "C", "N", "N", "C", "C", "Cl", "H", "H", "H", "H", "H", "H", "H"], "coordinates": [[-0.07, 1.71, -0.30], [0.07, 0.45, 0.09], [1.28, 0.11, 0.92], [2.14, -0.88, 0.60], [1.95, -1.65, -0.38], [-1.13, -0.46, 0.08], [-2.39, 0.05, -0.01], [-3.92, -0.80, 0.25], [-0.87, 1.85, -0.95], [0.66, 2.48, -0.06], [1.92, 0.79, 1.54], [2.73, -2.13, -1.04], [1.01, -1.19, -1.00], [-0.86, -1.49, 0.16], [-2.53, 1.17, 0.11]], "lowdin_charge": [0.06, -0.34, -0.13, -0.14, -0.07, -0.14, -0.53, 0.55, 0.04, 0.08, 0.11, 0.17, 0.17, 0.09, 0.08], "homo_lumo_gap_ev": 8.25, "smiles": "C=C(/C=N\\N)/C=C/Cl", "e_homo_ev": -8.29}

---

The structure with the most favorable energy is one; the runner-up is 2.925 eV above it.